one.
Computed, not measured: an isolated molecule of C5H3N, with the ωB97M-V functional and the def2-TZVPD basis.

Its structure (SMILES) is C#C/C=N/C#C. The value obtained for the HOMO-LUMO gap (alpha / beta) is 8.21 / 7.47 eV. The HOMO energy (alpha / beta) is -9.22 / -8.72 eV.

Geometry (Å):
C 2.959 0.534 0.068
C -3.137 0.180 0.065
C 1.802 0.181 -0.009
C -1.925 0.306 0.013
C 0.536 -0.305 -0.044
N -0.735 0.753 0.007
H 3.958 0.849 0.124
H -4.177 0.045 0.067
H 0.266 -1.341 -0.121

two.
Computed, not measured: a cluster of 2 separate species, C5H3N in total, with the ωB97M-V functional and the def2-TZVPD basis.

The value obtained for the HOMO-LUMO gap is 11.27 eV. The HOMO energy is -10.71 eV.

Geometry (Å):
C -2.350 0.289 0.406
C 2.314 0.373 0.456
C 0.150 -2.160 -1.109
C -1.443 0.884 -0.008
C 1.617 -0.404 -0.201
N 0.838 -1.290 -0.763
H -3.208 -0.396 0.520
H 2.717 1.186 0.963
H -0.637 1.518 -0.264

three.
Computed, not measured: an isolated molecule of C5H3N, with the ωB97M-V functional and the def2-TZVPD basis.

The value obtained for the HOMO-LUMO gap is 8.60 eV. The HOMO energy is -8.88 eV.

Geometry (Å):
C -1.707 0.456 -0.595
C -0.451 0.541 -0.076
C -0.113 -1.178 -0.020
C 1.026 0.540 -0.358
C -1.344 -0.426 0.566
N 1.057 -0.936 -0.348
H 1.454 0.911 -1.245
H 1.665 0.877 0.469
H -1.587 -0.786 1.607

four.
Computed, not measured: an isolated molecule of C5H3N, with the ωB97M-V functional and the def2-TZVPD basis.

The value obtained for the HOMO-LUMO gap is 8.60 eV. The HOMO energy is -9.19 eV.

Geometry (Å):
C 0.052 -1.485 -0.034
C 1.232 -0.902 0.064
C -1.199 0.917 -0.008
C 1.156 0.503 0.076
C -2.153 0.156 0.049
N 0.062 1.233 0.035
H 2.103 -1.586 -0.107
H 1.929 1.229 -0.133
H -3.183 -0.065 0.057

Most stable one: two, least stable one: three.

one.
Computed, not measured: an isolated molecule of C5H3N, with the ωB97M-V functional and the def2-TZVPD basis.

The value obtained for the HOMO-LUMO gap (alpha / beta) is 7.75 / 8.61 eV. The HOMO energy (alpha / beta) is -9.21 / -9.62 eV.

Geometry (Å):
C -1.125 0.159 0.124
C 1.143 1.146 -0.030
C -0.280 1.342 -0.184
C 1.667 -0.314 -0.105
C -0.592 -1.093 -0.044
N 0.804 -1.256 -0.039
H -2.184 0.229 0.443
H 1.940 1.717 0.008
H -1.374 -1.930 -0.173

two.
Computed, not measured: an isolated molecule of C5H3N, with the ωB97M-V functional and the def2-TZVPD basis.

The value obtained for the HOMO-LUMO gap (alpha / beta) is 7.03 / 7.04 eV. The HOMO energy (alpha / beta) is -8.85 / -8.85 eV.

Geometry (Å):
C -0.816 -0.433 0.163
C -1.628 -1.214 -0.537
C 1.169 0.902 -0.305
C 0.312 0.029 -1.029
C -0.130 0.109 1.265
N 0.944 0.874 1.054
H 0.786 -0.888 -1.085
H -0.179 0.399 -1.908
H -0.459 0.222 2.381

Most stable one: one, least stable one: two.

one.
Computed, not measured: an isolated molecule of C4H4IN, with the ωB97M-V functional and the def2-TZVPD basis.

Its structure (SMILES) is IN=C=C1CC1. The value obtained for the HOMO-LUMO gap is 7.94 eV. The HOMO energy is -8.58 eV.

Geometry (Å):
C -1.148 -0.454 -0.019
C -2.449 -0.508 -0.143
C 0.170 -0.654 0.553
C -0.070 0.368 -0.529
N -3.522 -0.673 -0.658
I -5.261 0.185 0.152
H 0.510 -0.276 1.546
H 0.738 -1.523 0.470
H -0.056 1.451 -0.317
H 0.223 0.212 -1.476

two.
Computed, not measured: a structure of composition C4H4IN, with the ωB97M-V functional and the def2-TZVPD basis.

The value obtained for the HOMO-LUMO gap (alpha / beta) is 8.29 / 7.54 eV. The HOMO energy (alpha / beta) is -8.57 / -8.19 eV.

Geometry (Å):
C 0.772 -0.519 1.089
C -0.118 -1.099 0.234
C 0.595 1.301 0.457
C -0.207 1.007 -0.713
N -0.679 -0.319 -0.662
I 1.696 2.986 0.880
H 1.086 -0.958 1.977
H -0.354 -2.135 0.270
H -1.048 1.684 -0.921
H 0.278 0.923 -1.590

Most stable one: one, least stable one: two.

one.
Computed, not measured: an isolated molecule of C3H10N2, with the ωB97M-V functional and the def2-TZVPD basis.

Its structure (SMILES) is C[C@H](N)CN. The value obtained for the HOMO-LUMO gap is 9.63 eV. The HOMO energy is -8.51 eV.

Geometry (Å):
N -0.726 1.221 0.368
C -0.485 -0.144 0.189
C -1.181 -0.999 -0.871
C 1.083 -0.319 -0.003
N 1.749 0.767 0.666
H -1.738 1.508 0.502
H -0.438 1.358 1.386
H -0.677 -0.636 1.176
H -0.695 -1.962 -1.105
H -2.201 -1.149 -0.686
H -1.092 -0.628 -1.930
H 1.262 -0.167 -1.021
H 1.260 -1.343 0.290
H 1.157 1.595 0.721
H 2.722 0.899 0.319

two.
Computed, not measured: a cluster of 2 separate species, C3H10N2 in total, with the ωB97M-V functional and the def2-TZVPD basis.

Its structure (SMILES) is C=N.CCN. The value obtained for the HOMO-LUMO gap is 10.37 eV. The HOMO energy is -9.23 eV.

Geometry (Å):
C -3.285 -5.137 -0.196
N -2.449 -4.126 0.032
H -2.991 -6.025 0.370
H -4.273 -5.134 -0.711
H -2.893 -3.404 -0.517
C 0.734 1.687 -0.204
C 1.491 2.987 0.246
N 3.021 2.892 0.528
H 1.264 1.103 -0.956
H -0.158 2.154 -0.499
H 0.629 1.123 0.690
H 1.030 3.271 1.223
H 1.259 3.643 -0.552
H 3.166 1.942 0.935
H 3.456 3.024 -0.390

three.
Computed, not measured: a cluster of 2 separate species, C3H10N2 in total, with the ωB97M-V functional and the def2-TZVPD basis.

Its structure (SMILES) is C=N.CCN. The value obtained for the HOMO-LUMO gap is 10.00 eV. The HOMO energy is -8.89 eV.

Geometry (Å):
C -1.870 -0.715 1.486
N -1.558 -1.671 2.251
H -2.748 -0.869 0.856
H -1.274 0.199 1.399
H -0.589 -1.635 2.561
C 0.232 -0.267 -1.437
C 0.621 1.058 -0.841
N 1.799 0.810 -0.005
H 1.038 -0.659 -2.056
H -0.650 -0.195 -2.083
H -0.059 -0.946 -0.638
H -0.185 1.387 -0.163
H 0.701 1.902 -1.539
H 2.232 1.635 0.367
H 2.309 -0.035 -0.159

four.
Computed, not measured: a cluster of 2 separate species, C3H10N2 in total, with the ωB97M-V functional and the def2-TZVPD basis.

Its structure (SMILES) is C=N.CCN. The value obtained for the HOMO-LUMO gap is 9.94 eV. The HOMO energy is -8.99 eV.

Geometry (Å):
C 3.952 -3.879 0.621
N 4.472 -2.677 0.692
H 4.580 -4.605 -0.039
H 3.112 -4.420 1.168
H 3.835 -1.888 1.229
C -2.941 1.393 -0.857
C -1.903 1.747 0.186
N -0.735 2.500 -0.123
H -3.803 1.026 -0.189
H -3.381 2.141 -1.716
H -2.552 0.435 -1.304
H -2.454 2.422 0.855
H -1.563 0.865 0.735
H 0.134 1.872 -0.262
H -0.752 3.069 -0.995

Most stable one: one, least stable one: four.

one.
Computed, not measured: an isolated molecule of C4H7NO3, with the ωB97M-V functional and the def2-TZVPD basis.

Its structure (SMILES) is CNC(O)(O)C=C=O. The value obtained for the HOMO-LUMO gap is 9.63 eV. The HOMO energy is -8.93 eV.

Geometry (Å):
C -1.287 -0.577 -1.098
N -0.527 0.631 -0.854
C 0.201 0.674 0.386
C 1.257 -1.585 0.579
C 1.382 -0.307 0.450
O 0.775 1.937 0.519
O -0.724 0.437 1.404
O 1.148 -2.736 0.717
H -0.288 0.581 2.252
H 0.081 2.595 0.381
H 0.116 0.822 -1.615
H 2.344 0.159 0.353
H -0.659 -1.478 -1.122
H -1.799 -0.471 -2.051
H -2.020 -0.682 -0.302

two.
Computed, not measured: a structure of composition C4H7NO3, with the ωB97M-V functional and the def2-TZVPD basis.

The value obtained for the HOMO-LUMO gap is 10.34 eV. The HOMO energy is -9.57 eV.

Geometry (Å):
C -0.727 0.736 -0.032
C 0.466 -0.032 0.644
C 1.826 0.605 0.423
C 2.016 -0.468 -0.588
H -1.204 -1.866 -0.252
H -2.833 0.327 -0.139
H 0.217 -0.233 1.667
H 2.498 0.651 1.270
H 1.699 1.649 0.055
H 2.001 -0.079 -1.648
H 2.930 -1.130 -0.457
N -1.808 -0.074 -0.416
O -1.828 -1.295 0.310
O -0.766 1.973 -0.188
O 0.827 -1.159 -0.156

three.
Computed, not measured: a structure of composition C4H7NO3, with the ωB97M-V functional and the def2-TZVPD basis.

The value obtained for the HOMO-LUMO gap is 7.63 eV. The HOMO energy is -9.01 eV.

Geometry (Å):
C -0.789 0.097 1.265
C 0.040 0.706 -0.063
C 1.157 -0.274 -0.590
C -0.023 0.152 -1.457
H -0.020 1.915 2.334
H -0.775 0.815 3.712
H 0.735 1.640 0.097
H 2.270 0.165 -0.576
H -0.019 -1.704 0.032
H -0.762 -0.820 -1.485
H 1.664 0.506 -2.901
N -0.997 1.005 2.165
O -1.087 -0.980 1.178
O 1.150 -1.681 -0.006
O 0.134 0.957 -2.583

four.
Computed, not measured: a structure of composition C4H7NO3, with the ωB97M-V functional and the def2-TZVPD basis.

The value obtained for the HOMO-LUMO gap is 10.52 eV. The HOMO energy is -10.01 eV.

Geometry (Å):
C 0.123 -0.528 0.192
C 1.575 -0.711 -0.527
C -1.137 -1.258 -0.306
C -0.855 0.684 -0.218
H 0.425 -0.916 2.169
H 0.441 0.580 1.947
H 2.335 -1.627 -0.018
H 1.316 -0.949 -1.622
H 3.318 0.433 -0.710
H -1.097 -1.797 -1.383
H -1.371 -2.100 0.495
N 0.002 -0.269 1.594
O 2.326 0.575 -0.282
O -2.038 -0.096 -0.514
O -0.741 1.913 -0.065

Most stable one: one, least stable one: three.

one.
Computed, not measured: a cluster of 3 separate species, C4H7NO3 in total, with the ωB97M-V functional and the def2-TZVPD basis.

Its structure (SMILES) is CC(=O)C#N.C=O.O. The value obtained for the HOMO-LUMO gap is 9.88 eV. The HOMO energy is -9.87 eV.

Geometry (Å):
C -1.616 1.878 0.244
O -2.286 0.893 0.288
C -1.146 -1.437 -0.342
N -2.029 -2.020 0.096
H -1.110 2.213 -0.674
H 1.304 1.396 1.890
H -1.460 2.530 1.121
C 1.269 -1.658 -0.491
C 0.068 -0.845 -0.888
O 0.949 0.982 1.100
O 0.097 0.145 -1.571
H 1.290 1.470 0.349
H 1.079 -2.724 -0.632
H 1.453 -1.482 0.573
H 2.140 -1.340 -1.064

two.
Computed, not measured: a structure of composition C4H7NO3, with the ωB97M-V functional and the def2-TZVPD basis.

The value obtained for the HOMO-LUMO gap is 9.18 eV. The HOMO energy is -9.15 eV.

Geometry (Å):
C -1.743 -1.063 -0.639
O -0.821 0.051 -0.416
C -0.838 0.727 0.814
N -1.617 1.141 1.585
H -1.499 -1.856 0.065
H -2.757 -0.704 -0.497
H -1.582 -1.369 -1.669
C 1.113 1.101 0.996
C 0.940 -0.349 -0.391
O 1.391 0.187 -1.536
O 1.167 -1.434 0.039
H 2.088 -0.395 -1.880
H 1.164 0.739 2.017
H 2.129 1.064 0.587
H 0.868 2.160 0.926

Most stable one: one, least stable one: two.

one.
Computed, not measured: an isolated molecule of C4H7NO3, with the ωB97M-V functional and the def2-TZVPD basis.

Its structure (SMILES) is CC(=O)NC(=O)CO. The value obtained for the HOMO-LUMO gap is 10.53 eV. The HOMO energy is -10.25 eV.

Geometry (Å):
C -0.859 -0.996 1.946
C -0.247 -0.265 0.925
C 0.064 -0.168 -1.574
C 1.075 0.938 -1.348
H -1.098 -2.098 1.450
H -0.101 -1.023 2.958
H -1.794 -0.617 2.012
H -1.060 -1.343 -0.664
H 1.424 1.270 -2.392
H 1.974 0.699 -0.699
H 0.282 2.050 -0.072
N -0.621 -0.421 -0.370
O 0.342 0.754 1.284
O 0.058 -0.967 -2.511
O 0.562 2.187 -0.944

two.
Computed, not measured: an isolated molecule of C4H7NO3, with the ωB97M-V functional and the def2-TZVPD basis.

Its structure (SMILES) is NC(=O)CCC(=O)O. The value obtained for the HOMO-LUMO gap is 10.55 eV. The HOMO energy is -9.94 eV.

Geometry (Å):
O 1.285 -0.536 2.298
C 1.531 -0.336 1.133
O 2.676 -0.666 0.550
C 0.602 0.469 0.219
C -0.324 -0.404 -0.616
C -1.482 0.394 -1.077
N -2.704 -0.252 -1.174
O -1.562 1.571 -1.401
H 3.327 -0.969 1.192
H 1.069 1.273 -0.357
H 0.081 1.063 1.032
H -0.697 -1.129 0.114
H 0.210 -0.978 -1.373
H -3.499 0.346 -1.509
H -2.965 -1.103 -0.633

Most stable one: two, least stable one: one.

one.
Computed, not measured: the ion C4H6NO with charge +1, with the ωB97M-V functional and the def2-TZVPD basis.

Its structure (SMILES) is C=[N+]1C=COC1. The value obtained for the HOMO-LUMO gap is 9.30 eV. The net charge is +1. The HOMO energy is -14.37 eV.

Geometry (Å):
C 0.454 1.254 0.016
C 1.644 0.669 -0.010
C -1.826 0.023 -0.017
C 0.336 -1.161 0.016
N -0.562 -0.037 0.013
O 1.654 -0.658 -0.013
H 0.039 2.233 0.004
H 2.613 1.145 -0.019
H -2.429 -0.874 -0.043
H -2.324 0.983 -0.007
H 0.215 -1.774 0.922
H 0.186 -1.802 -0.861

two.
Computed, not measured: the ion C4H6NO with charge +1, with the ωB97M-V functional and the def2-TZVPD basis.

The value obtained for the HOMO-LUMO gap is 7.19 eV. The net charge is +1. The HOMO energy is -15.04 eV.

Geometry (Å):
C -0.371 1.151 -1.315
C 0.184 -0.105 -0.602
C -1.405 1.766 -1.103
C 0.454 -1.056 1.515
N 0.592 0.154 0.700
O 1.494 -0.122 -0.385
H 0.533 1.383 -1.911
H -0.241 -0.966 -1.031
H -2.414 2.104 -0.924
H 0.459 -0.890 2.519
H -0.480 -1.510 1.195
H 1.193 -1.908 1.341

Most stable one: one, least stable one: two.